*one*
A molecular structure, C15H15MgN7O4S, computed with ωB97M-V with the def2-TZVPD basis set.

Structure (XYZ):
```
43
Properties=species:S:1:pos:R:3:lowdin_charge:R:1
Mg 0.512 0.578 -0.603 0.760
O 3.721 1.687 1.629 0.067
C 2.712 1.598 0.949 -0.575
O 2.092 0.557 0.539 -0.118
C 2.106 2.918 0.439 -0.135
C 2.590 4.241 0.598 -0.004
C 1.875 5.261 0.113 -0.054
C 0.700 4.963 -0.645 0.025
C 0.302 3.642 -0.863 -0.183
N 1.065 2.702 -0.335 0.060
C -0.860 3.005 -1.653 -0.575
O -1.860 3.689 -1.857 0.037
O -0.674 1.714 -1.821 -0.132
H 3.460 4.354 1.251 0.127
H 2.154 6.334 0.169 0.125
H 0.040 5.811 -0.952 0.129
N 3.203 -3.853 0.951 0.110
C 2.276 -3.333 0.051 -0.348
C 1.675 -2.119 0.147 -0.079
N 0.751 -1.696 -0.707 0.014
C 0.279 -2.536 -1.578 -0.115
C 0.946 -3.805 -1.748 -0.065
N 1.968 -4.212 -0.962 0.128
H 3.773 -3.229 1.502 0.094
H 3.744 -4.595 0.443 0.118
H 1.971 -1.440 0.935 0.111
H -0.446 -2.171 -2.246 0.101
H 0.589 -4.524 -2.423 0.086
C -2.865 -3.641 0.423 -0.110
C -3.810 -2.461 0.454 -0.252
C -3.145 -1.125 0.631 -0.574
N -1.891 -1.092 0.298 0.000
N -1.354 0.156 0.303 -0.057
C -2.187 1.088 0.715 -0.641
N -1.760 2.313 1.121 0.127
S -3.833 0.472 0.853 1.116
H -3.045 -4.380 1.222 0.073
H -1.779 -3.274 0.533 0.081
H -3.031 -4.193 -0.521 0.077
H -4.611 -2.559 1.281 0.131
H -4.453 -2.387 -0.439 0.112
H -0.748 2.412 1.168 0.093
H -2.151 3.131 0.635 0.117
```

- HOMO (eV) = -9.116
- net charge = 0

***

*two*
A molecular structure, C15H15MgN7O4S, computed with ωB97M-V with the def2-TZVPD basis set.

Structure (XYZ):
```
43
Properties=species:S:1:pos:R:3:lowdin_charge:R:1
Mg -0.339 0.808 1.054 0.736
O 2.616 0.125 3.893 0.056
C 1.555 0.297 3.298 -0.565
O 1.447 0.592 2.037 -0.149
C 0.167 0.181 3.915 -0.146
C -0.157 -0.213 5.242 0.031
C -1.511 -0.214 5.607 -0.046
C -2.489 0.296 4.758 0.025
C -2.110 0.612 3.435 -0.141
N -0.816 0.534 3.099 0.080
C -3.025 1.072 2.327 -0.559
O -4.191 1.411 2.467 0.066
O -2.334 1.008 1.207 -0.147
H 0.613 -0.558 5.936 0.120
H -1.834 -0.590 6.567 0.105
H -3.531 0.394 5.036 0.119
N 1.720 -3.379 -1.672 0.123
C 0.599 -2.649 -1.431 -0.392
C 0.587 -1.730 -0.373 -0.069
N -0.443 -0.981 -0.108 0.025
C -1.549 -1.116 -0.895 -0.089
C -1.536 -2.007 -1.962 -0.084
N -0.466 -2.797 -2.190 0.122
H 2.556 -3.184 -1.121 0.105
H 1.757 -4.025 -2.488 0.127
H 1.492 -1.544 0.210 0.128
H -2.374 -0.491 -0.629 0.097
H -2.372 -2.191 -2.617 0.106
C 0.577 0.345 -5.069 -0.114
C -0.119 1.526 -4.428 -0.251
C 0.498 1.784 -3.122 -0.599
N -0.154 1.605 -1.994 0.023
N 0.609 1.703 -0.875 -0.054
C 1.895 1.890 -1.165 -0.627
N 2.880 1.913 -0.258 0.122
S 2.238 1.991 -2.923 1.079
H -0.034 -0.123 -5.854 0.082
H 0.768 -0.471 -4.379 0.065
H 1.557 0.623 -5.479 0.072
H -1.195 1.384 -4.219 0.130
H 0.003 2.413 -5.001 0.099
H 2.600 1.683 0.683 0.075
H 3.848 2.071 -0.520 0.114
```

- HOMO (eV) = -9.097
- net charge = 0

***

What is the stability order? It is *two*, *one*, from most stable to least stable.

***

*one*
2 unconnected molecules or ions with the total composition C2H2O2S, computed with ωB97M-V with the def2-TZVPD basis set.

Structure (XYZ):
```
7
Properties=species:S:1:pos:R:3:lowdin_charge:R:1
O -0.943 -0.614 1.280 0.082
C 0.081 -0.568 1.820 -0.896
S 1.535 -0.399 2.290 0.817
C -0.146 0.395 -1.481 -0.112
O 0.724 0.962 -0.839 -0.032
H -1.068 0.896 -1.657 0.072
H -0.181 -0.673 -1.413 0.069
```

- HOMO (eV) = -10.206
- SMILES = O=C=S.C=O
- net charge = 0

***

*two*
C2H2O2S in the gas phase, computed with ωB97M-V with the def2-TZVPD basis set.

Structure (XYZ):
```
7
Properties=species:S:1:pos:R:3:lowdin_charge:R:1
O -1.457 -0.788 -0.288 0.009
C -0.960 0.279 0.073 -0.148
C 0.658 0.518 -0.091 -0.862
O 1.081 1.585 -0.218 0.053
S 1.579 -0.864 -0.078 0.954
H -1.596 1.062 0.516 0.124
H 0.694 -1.793 0.086 -0.130
```

- HOMO (eV) = -9.899
- SMILES = O=CC(=O)S
- net charge = 0

***

What is the stability order? It is *one*, *two*, from most stable to least stable.

***

*one*
A gas-phase ion, C6H16N2 (charge +1), computed with ωB97M-V with the def2-TZVPD basis set.

Structure (XYZ):
```
24
Properties=species:S:1:pos:R:3:lowdin_spin:R:1
N -0.051 -2.068 -0.376 0.158
C -0.039 -0.649 -0.317 0.101
C -1.443 -0.032 -0.361 0.009
C -2.289 -0.690 -1.445 0.006
C -1.341 1.503 -0.528 0.002
C 0.709 -0.116 1.052 0.111
N 1.676 0.842 0.772 0.459
C 3.061 0.690 1.141 0.054
H 0.827 -2.529 -0.172 0.007
H -0.798 -2.479 0.169 0.004
H 0.545 -0.250 -1.133 0.005
H -1.909 -0.262 0.605 0.000
H -3.176 -0.124 -1.739 0.000
H -2.622 -1.692 -1.167 0.001
H -1.727 -0.840 -2.360 0.000
H -1.933 1.802 -1.388 0.000
H -0.354 1.811 -0.862 0.001
H -1.695 1.997 0.364 0.000
H -0.055 0.361 1.662 0.029
H 1.088 -0.933 1.652 0.004
H 1.304 1.784 0.743 0.010
H 3.490 -0.122 0.552 0.017
H 3.122 0.397 2.189 0.022
H 3.612 1.601 0.946 -0.001
```

- HOMO (alpha / beta) (eV) = -13.957 / -13.636
- multiplicity = 2
- net charge = +1

***

*two*
2 unconnected molecules or ions with the total composition C6H16N2, computed with ωB97M-V with the def2-TZVPD basis set.

Structure (XYZ):
```
24
Properties=species:S:1:pos:R:3:lowdin_spin:R:1
C -1.710 -1.896 2.093 0.039
N -1.719 -1.941 0.592 0.426
C -1.907 -0.734 -0.054 0.000
N -2.234 -0.659 -1.329 0.486
H -1.189 -2.800 2.434 0.003
H -1.174 -1.019 2.402 0.003
H -2.736 -1.873 2.455 0.023
H -1.950 -2.774 0.055 0.006
H -1.732 0.142 0.593 -0.003
H -2.064 0.320 -1.528 0.014
C 2.153 1.716 1.514 0.000
C 1.331 0.945 -2.311 0.001
C 1.262 0.741 -0.775 0.001
C 2.402 1.478 0.012 0.000
H 1.169 2.164 1.711 0.000
H 2.954 2.368 1.908 0.000
H 2.115 0.777 2.075 0.000
H 0.486 0.364 -2.827 0.001
H 2.261 0.592 -2.699 0.000
H 1.128 2.048 -2.498 0.000
H 1.194 -0.308 -0.575 -0.001
H 0.211 1.175 -0.568 0.001
H 3.377 1.050 -0.172 0.000
H 2.433 2.467 -0.474 0.000
```

- HOMO (alpha / beta) (eV) = -14.250 / -14.249
- multiplicity = 2
- net charge = +1

***

What is the stability order? It is *one*, *two*, from most stable to least stable.

***

*one*
2 unconnected molecules or ions with the total composition C3H9N3, computed with ωB97M-V with the def2-TZVPD basis set.

Structure (XYZ):
```
15
Properties=species:S:1:pos:R:3:lowdin_charge:R:1
C -1.819 0.123 0.274 -0.336
C -0.802 0.398 -0.517 0.137
C 3.365 -0.570 0.409 0.191
N -2.248 0.111 -1.083 0.164
N -2.507 -0.193 1.338 0.251
N 2.757 0.161 -0.464 0.195
H -0.097 1.135 -0.708 0.081
H 3.030 -1.652 0.613 0.164
H -2.834 0.938 -1.340 0.195
H 4.096 -0.292 1.120 0.117
H -2.487 -0.778 -1.632 0.217
H -2.092 0.105 2.219 0.158
H -3.462 -0.484 1.398 0.150
H 3.096 1.121 -0.513 0.163
H 2.004 -0.125 -1.113 0.153
```

- HOMO (eV) = -17.778
- net charge = +2

***

*two*
A gas-phase ion, C3H9N3 (charge +2), computed with ωB97M-V with the def2-TZVPD basis set.

Structure (XYZ):
```
15
Properties=species:S:1:pos:R:3:lowdin_charge:R:1
C -0.714 -0.442 -0.064 0.018
C 1.480 0.358 -0.059 -0.076
C -2.996 0.094 -0.254 -0.013
N 0.594 -0.541 0.032 0.098
N -1.743 0.091 0.451 0.054
N 2.909 0.057 -0.013 0.252
H 1.149 1.349 -0.377 0.180
H -2.920 -0.620 -1.208 0.166
H -3.047 1.109 -0.632 0.109
H -3.897 -0.238 0.282 0.121
H 1.004 -1.456 0.353 0.239
H -1.655 0.408 1.496 0.247
H 3.381 -0.334 -0.930 0.257
H 3.141 -0.733 0.548 0.163
H 3.315 0.896 0.374 0.186
```

- HOMO (alpha / beta) (eV) = -17.625 / -17.858
- net charge = +2

***

What is the stability order? It is *one*, *two*, from most stable to least stable.

***

*one*
C2H7NS in the gas phase, computed with ωB97M-V with the def2-TZVPD basis set.

Structure (XYZ):
```
11
Properties=species:S:1:pos:R:3:lowdin_charge:R:1
N 1.537 -0.628 -0.290 -0.025
C 0.609 0.049 0.633 -0.263
C -0.739 0.171 -0.395 -0.573
S -1.877 1.355 0.318 0.700
H 1.291 -1.486 -0.668 0.036
H 2.491 -0.464 -0.134 0.043
H 0.971 1.040 0.898 0.096
H 0.289 -0.530 1.420 0.056
H -0.507 0.476 -1.503 0.086
H -1.032 -0.945 -0.378 0.085
H -3.034 0.962 0.099 -0.240
```

- HOMO (eV) = -8.908
- SMILES = NCCS
- net charge = 0

***

*two*
2 unconnected molecules or ions with the total composition C2H7NS, computed with ωB97M-V with the def2-TZVPD basis set.

Structure (XYZ):
```
11
Properties=species:S:1:pos:R:3:lowdin_charge:R:1
C -1.223 -0.026 1.155 -0.090
N -0.307 0.126 0.305 -0.097
C -0.791 0.478 -1.050 -0.139
H -0.962 -0.086 2.210 0.065
H -2.273 -0.187 0.889 0.076
H -1.260 -0.380 -1.536 0.075
H -1.455 1.336 -1.026 0.069
H 0.092 0.756 -1.629 0.061
S 2.950 -0.954 0.715 0.455
H 1.989 -1.270 -0.153 -0.248
H 3.239 0.207 0.119 -0.227
```

- HOMO (eV) = -9.125
- SMILES = C=NC.S
- net charge = 0

***

What is the stability order? It is *two*, *one*, from most stable to least stable.

***

*one*
A molecular structure, C4H4Cl2LaO4Tl, computed with ωB97M-V with the def2-TZVPD basis set.

Structure (XYZ):
```
16
Properties=species:S:1:pos:R:3:lowdin_charge:R:1
Tl 0.978 0.894 -2.878 0.956
La 0.037 0.165 0.071 1.687
Cl 2.029 2.263 -0.529 0.190
Cl 0.949 -1.674 -1.590 0.167
C -1.522 -1.695 0.600 -0.085
C 0.301 3.367 -3.508 0.067
C -0.455 -0.039 -4.872 0.097
O -2.184 -2.627 0.801 0.250
O 0.101 4.387 -3.997 0.267
O -0.951 -0.299 -5.867 0.284
C 0.959 -0.443 3.027 -0.066
O 1.413 0.457 2.002 -0.338
H 1.152 -1.484 2.656 0.121
H -0.180 -0.363 3.178 0.122
H 1.449 -0.351 4.022 0.154
H 1.531 1.377 2.288 0.125
```

- HOMO (alpha / beta) (eV) = -26.050 / -26.050
- net charge = +4

***

*two*
A molecular structure, C4H4Cl2LaO4Tl, computed with ωB97M-V with the def2-TZVPD basis set.

Structure (XYZ):
```
16
Properties=species:S:1:pos:R:3:lowdin_charge:R:1
Tl 4.146 -1.302 -0.681 1.226
La -0.690 -0.008 -0.074 1.738
Cl 3.666 0.448 -2.519 0.447
Cl -0.016 -0.943 2.144 0.051
C -2.585 -0.901 0.758 -0.184
C 3.549 -2.103 -3.536 -0.070
C 2.162 -3.413 -1.091 0.010
O -3.386 -1.377 1.470 0.250
O 3.500 -2.077 -4.674 0.207
O 1.378 -4.245 -1.115 0.193
C -2.235 2.674 1.830 -0.004
O -1.334 2.069 0.868 -0.353
H -1.925 2.364 2.833 0.120
H -3.231 2.281 1.625 0.110
H -2.219 3.761 1.701 0.131
H -0.780 2.772 0.460 0.130
```

- HOMO (alpha / beta) (eV) = -24.506 / -24.506
- net charge = +4

***

What is the stability order? It is *one*, *two*, from most stable to least stable.